{
  "formula": "C17H47Cl6O20P5",
  "method": "ωB97M-V with the def2-TZVPD basis set",
  "gap_ev": 10.61,
  "smiles": "COP(=O)(OC)OC.COP(=O)(OC)OC.COP(=O)(OC)OC.COP(=O)(OC)OC.COP(=O)(OC)OC.ClC(Cl)Cl.ClC(Cl)Cl",
  "fmax_ev_per_a": 4.356,
  "relative_energy_kj_mol": 353.77,
  "lumo_ev": 0.2,
  "symbols": ["Cl", "Cl", "Cl", "Cl", "Cl", "Cl", "P", "P", "P", "P", "P", "O", "O", "O", "O", "O", "O", "O", "O", "O", "O", "O", "O", "O", "O", "O", "O", "O", "O", "O", "O", "C", "C", "C", "C", "C", "C", "C", "C", "C", "C", "C", "C", "C", "C", "C", "C", "C", "H", "H", "H", "H", "H", "H", "H", "H", "H", "H", "H", "H", "H", "H", "H", "H", "H", "H", "H", "H", "H", "H", "H", "H", "H", "H", "H", "H", "H", "H", "H", "H", "H", "H", "H", "H", "H", "H", "H", "H", "H", "H", "H", "H", "H", "H", "H"],
  "xyz": [[18.85211, 0.63978, -11.26957], [12.86395, 3.25337, -13.55151], [10.64950, 4.94364, -14.50978], [12.69980, 6.01939, -12.52770], [18.08086, 3.58426, -11.09453], [20.28915, 2.80559, -12.74111], [17.28354, 12.50242, -6.71284], [24.84122, 5.22245, -20.80522], [26.86305, -4.17724, -10.53568], [19.57432, 2.82027, -4.13093], [15.23612, 1.47674, -19.05233], [18.05371, 3.40393, -4.04277], [25.91471, 3.95843, -20.72871], [26.26573, -2.77715, -11.01571], [25.54360, 6.40205, -21.67611], [15.56577, 2.12032, -20.47260], [16.75912, 12.78638, -5.21586], [20.13612, 3.46621, -5.50773], [26.90163, -4.07384, -8.92882], [16.71936, 11.05682, -7.14787], [16.21621, 1.88405, -17.99476], [20.27866, 3.59617, -2.85571], [19.57873, 1.33721, -3.98044], [28.15892, -4.50163, -11.19308], [16.35680, 13.41126, -7.63256], [13.76892, 2.05499, -18.75588], [14.94519, -0.14106, -19.19215], [18.74739, 12.70040, -6.81387], [25.74861, -5.38656, -10.66130], [23.48254, 4.86611, -21.24804], [24.91590, 5.87358, -19.31881], [14.76293, -0.99172, -18.10204], [16.85242, 2.15799, -21.08943], [24.50452, 5.10572, -18.24356], [15.46928, 12.47116, -4.81348], [12.58102, 1.80287, -19.47521], [25.83889, 2.93006, -21.62223], [17.33433, 10.43852, -8.26058], [25.26737, -5.63365, -11.97471], [18.69896, 2.25918, -12.11590], [12.32703, 4.88395, -13.90883], [21.47626, 3.16744, -5.93997], [17.89365, 4.80628, -4.14299], [27.43427, -5.16393, -8.14873], [26.86762, 6.85191, -21.33703], [16.41729, 14.84704, -7.51035], [25.15146, -2.03155, -10.52229], [21.66351, 3.42251, -2.47939], [12.28256, 2.74193, -19.94124], [18.80734, 5.39533, -4.22220], [15.56680, 11.79904, -3.96093], [17.40772, 4.96171, -5.10622], [17.94409, 2.22173, -12.90129], [24.21301, -2.58170, -10.45341], [14.96018, 13.41602, -4.62324], [27.42857, 7.27188, -22.17192], [25.38753, -1.55853, -9.56907], [27.97900, -5.89554, -8.74550], [25.02643, -1.32023, -11.33868], [23.56053, 5.56058, -17.94343], [12.68832, 1.04428, -20.25053], [24.20986, -5.89770, -11.96886], [26.65676, 7.67025, -20.64860], [26.64239, -5.71320, -7.63949], [15.02852, 11.97328, -5.67716], [25.43131, -4.84218, -12.70602], [28.07876, -4.72190, -7.38891], [25.33004, 2.06126, -21.20465], [22.19674, 3.93179, -5.64880], [25.26878, 5.08238, -17.46674], [13.77788, -1.39023, -18.34487], [11.86632, 1.43022, -18.74143], [17.06229, 15.20992, -6.71010], [26.87212, 2.69262, -21.87554], [16.83910, 15.26448, -8.42463], [21.77673, 2.97586, -1.49156], [21.91077, 2.27551, -5.48859], [17.65390, 9.42076, -8.03659], [25.67518, -6.56211, -12.37439], [27.44284, 6.07231, -20.83758], [21.46887, 3.12373, -7.02907], [17.33164, 5.20008, -3.29613], [16.66402, 10.32526, -9.11263], [22.18644, 4.37880, -2.49197], [17.12992, 3.19816, -21.26010], [17.55708, 1.65503, -20.42716], [16.79871, 1.66554, -22.06036], [15.37876, -1.88536, -18.00091], [18.23397, 10.88147, -8.68784], [15.43265, 15.31334, -7.47627], [24.27247, 4.08102, -18.53381], [14.75756, -0.42082, -17.17352], [25.38379, 3.22723, -22.56705], [22.23823, 2.86486, -3.21887], [12.94677, 5.22509, -14.73808]],
  "atomic_forces_ev_per_a": [[-0.248, 1.509, -0.672], [-0.240, -0.015, 0.199], [0.484, 0.039, 0.611], [-0.606, -0.776, -0.838], [0.034, -0.577, 0.307], [-0.654, -0.598, 0.021], [0.932, 0.149, 0.572], [0.525, 0.519, 0.280], [0.956, -1.223, 0.630], [-1.106, -1.012, 1.589], [0.366, 0.369, 1.831], [2.548, -0.722, 0.113], [-1.317, 3.715, 1.854], [0.401, -1.531, 0.382], [-0.438, -1.778, 0.071], [-1.145, -0.934, 0.244], [2.555, -0.052, -1.431], [0.066, -0.473, 1.203], [-0.135, -0.013, -0.863], [0.517, 1.016, 0.580], [-1.444, -1.060, -1.471], [-0.030, -0.365, -1.201], [0.488, 2.026, -0.662], [-1.791, 0.548, 0.581], [-0.186, 0.614, 0.201], [1.621, -0.154, 0.154], [1.884, 2.489, -1.991], [-1.504, -0.134, -0.004], [0.567, 1.900, -0.282], [1.170, 0.075, 0.045], [1.428, 0.007, -2.856], [-1.697, -0.340, 0.792], [0.239, -0.266, 0.184], [-1.184, -0.774, 0.862], [-0.746, -0.330, -0.663], [-0.178, -0.229, -0.193], [0.452, -1.377, -1.860], [0.550, -1.355, -1.453], [-0.522, -1.265, -0.830], [0.299, 0.239, 0.420], [0.557, 0.696, -0.258], [0.542, 0.169, -0.006], [-0.288, 0.926, -0.850], [0.006, -0.056, 0.185], [-0.457, 0.607, 1.043], [0.455, 0.562, -0.841], [-0.080, 0.273, -0.599], [0.298, 0.214, -0.725], [-0.284, -0.128, 0.105], [0.351, -0.383, 0.277], [-0.507, 0.197, 0.059], [-0.479, 0.323, 0.245], [0.567, -0.570, -0.085], [0.241, -0.441, 0.122], [-0.296, -0.290, 0.390], [-0.476, -0.415, -0.349], [0.022, -0.012, -0.139], [0.153, 0.302, -0.168], [-0.215, 0.418, 0.483], [0.112, -0.193, 0.720], [0.214, -0.030, -0.017], [-0.240, 0.602, 0.486], [0.601, 0.024, 0.223], [-0.271, 0.259, -0.132], [-0.856, -0.223, 0.499], [0.132, 0.175, 0.273], [0.069, -0.070, -0.176], [-0.028, 0.024, -0.051], [-0.398, 0.557, 0.049], [-0.153, 0.210, 0.024], [-0.311, -0.209, 0.831], [-0.260, 0.262, -0.203], [-0.205, -0.342, 0.264], [0.003, -0.447, 0.050], [0.243, -0.311, -0.135], [-0.377, -0.094, -0.171], [-0.591, -0.460, -0.247], [-0.213, -0.003, 0.584], [0.700, 0.135, 0.048], [0.011, 0.025, -0.104], [-0.085, -0.244, 0.177], [-0.174, -0.254, -0.148], [-0.509, 0.328, 0.268], [-0.466, 0.346, 0.257], [-0.013, -0.066, 0.255], [0.270, 0.183, -0.252], [-0.049, -0.140, 0.146], [0.815, 0.513, -0.503], [-0.030, 0.751, 0.619], [-0.199, -0.582, 0.490], [0.096, -0.135, 0.015], [-0.029, -0.244, 0.119], [-0.350, -0.090, 0.032], [-0.301, -0.552, 0.093], [-0.180, 0.042, 0.274]],
  "mulliken_charge": [-0.120, -0.102, -0.121, -0.129, -0.107, -0.116, 1.044, 1.039, 1.007, 1.058, 1.028, -0.388, -0.254, -0.267, -0.337, -0.325, -0.329, -0.235, -0.323, -0.261, -0.667, -0.313, -0.681, -0.673, -0.284, -0.236, -0.330, -0.682, -0.287, -0.679, -0.306, -0.632, -0.633, -0.670, -0.603, -0.674, -0.685, -0.764, -0.712, 0.067, 0.078, -0.741, -0.665, -0.661, -0.571, -0.715, -0.582, -0.587, 0.267, 0.316, 0.231, 0.280, 0.276, 0.300, 0.234, 0.255, 0.241, 0.324, 0.254, 0.267, 0.316, 0.271, 0.246, 0.260, 0.343, 0.311, 0.254, 0.235, 0.302, 0.249, 0.251, 0.263, 0.326, 0.254, 0.286, 0.255, 0.360, 0.272, 0.282, 0.301, 0.262, 0.266, 0.300, 0.281, 0.233, 0.321, 0.251, 0.260, 0.331, 0.272, 0.317, 0.306, 0.339, 0.229, 0.275]
}